Molecular formula: C10H28AgClN2O4
Method: DFT, ωB97M-V/def2-TZVPD

The geometry in ORCA input format:
```
! RIJCOSX wB97M-V def2-TZVPD def2/J DEFGRID3
* xyz 0 3
Ag -1.835 3.426 1.596
Cl -0.384 1.299 0.857
O 3.639 1.587 4.820
O 4.377 1.980 2.153
O -5.798 -2.696 -0.736
O 3.655 -1.252 -2.209
N 1.307 0.714 -2.328
N -3.303 -0.137 -0.347
C -3.963 -1.380 -0.059
C 3.026 2.472 -1.951
C 3.550 0.004 -1.555
C -5.263 -1.407 -0.793
C -6.817 -2.813 -1.755
C 2.989 2.410 2.512
C 2.646 1.670 3.849
C 2.770 1.014 -2.415
C 4.301 -2.247 -1.478
C -4.161 -1.499 1.465
H 2.832 2.503 -0.879
H 4.713 1.898 3.048
H -3.338 -2.172 -0.473
H 1.080 -0.250 -2.525
H -7.826 -2.517 -1.468
H -4.915 -2.198 1.828
H 4.586 0.318 -1.424
H 1.768 2.032 4.383
H 5.358 -2.125 -1.241
H -5.911 -0.590 -0.476
H 4.081 2.716 -2.078
H 4.088 -3.173 -2.012
H 2.441 0.630 3.597
H -3.268 -1.852 1.980
H 3.120 3.483 2.650
H 3.080 -0.106 -0.578
H -4.834 -1.301 -1.789
H 2.357 3.102 -2.539
H 2.171 2.487 1.796
H 3.889 -2.381 -0.478
H 3.166 1.393 5.632
H -6.543 -2.437 -2.741
H -6.957 -3.894 -1.722
H -3.025 -0.101 -1.318
H -2.465 -0.041 0.209
H -4.405 -0.526 1.890
H 0.950 1.020 -1.435
H 3.068 0.940 -3.461
*
```

As for the highest occupied orbital energy (spin up / spin down): -6.759 / -9.157 eV. As for the orbital gap (spin up / spin down): 7.222 / 3.979 eV.


Molecular formula: C10H28BO12YZr
Method: DFT, ωB97M-V/def2-TZVPD

The geometry in ORCA input format:
```
! RIJCOSX wB97M-V def2-TZVPD def2/J DEFGRID3
* xyz -4 1
Zr -1.991 0.269 1.408
Y 1.745 0.787 -1.995
O 4.114 1.287 -2.441
O -1.919 2.383 0.684
O 1.152 2.943 -1.121
O -0.385 1.240 -2.982
O 2.754 0.707 0.120
O 0.151 -4.058 1.245
O -2.804 0.705 3.450
O -0.149 0.697 2.581
O -2.243 -1.849 1.693
O 2.396 -1.997 -1.192
O -3.900 0.347 0.352
O 1.450 -0.677 -3.834
C -0.383 1.007 3.933
C -1.816 0.697 4.464
C 4.119 1.074 0.138
C 2.543 -2.518 -2.465
C 1.567 -2.071 -3.613
C -1.147 -4.150 1.643
C -2.175 -3.117 1.114
C -4.162 1.547 -0.310
C -3.231 2.735 0.198
C 4.871 1.194 -1.228
B -0.329 -0.021 -0.384
H -1.379 0.251 -0.679
H -2.133 -3.020 0.019
H 5.762 0.540 -1.249
H -1.713 -0.285 4.958
H -3.866 1.356 -1.358
H -0.805 2.022 -3.353
H -5.248 1.720 -0.248
H 4.614 0.332 0.787
H 0.068 -0.644 -1.237
H -3.121 -3.694 1.238
H 2.529 -3.632 -2.423
H 0.604 3.253 -0.382
H 5.468 2.136 -1.247
H 1.781 -2.494 -4.618
H 4.152 2.014 0.723
H -0.486 -0.719 0.489
H -1.438 -5.222 1.478
H 0.516 -2.355 -3.426
H 0.348 0.557 4.627
H -0.874 0.488 -3.343
H 0.335 0.859 -0.161
H -3.094 3.455 -0.626
H 1.410 3.736 -1.606
H -1.203 -4.160 2.762
H 3.585 -2.329 -2.825
H -0.115 2.082 3.928
H -3.724 3.262 1.029
H -2.203 1.329 5.284
*
```

As for the highest occupied orbital energy: 5.492 eV. As for the orbital gap: 2.134 eV.


Repeat the second record exactly.
Molecular formula: C10H28BO12YZr
Method: DFT, ωB97M-V/def2-TZVPD

The geometry in ORCA input format:
```
! RIJCOSX wB97M-V def2-TZVPD def2/J DEFGRID3
* xyz -4 1
Zr -1.991 0.269 1.408
Y 1.745 0.787 -1.995
O 4.114 1.287 -2.441
O -1.919 2.383 0.684
O 1.152 2.943 -1.121
O -0.385 1.240 -2.982
O 2.754 0.707 0.120
O 0.151 -4.058 1.245
O -2.804 0.705 3.450
O -0.149 0.697 2.581
O -2.243 -1.849 1.693
O 2.396 -1.997 -1.192
O -3.900 0.347 0.352
O 1.450 -0.677 -3.834
C -0.383 1.007 3.933
C -1.816 0.697 4.464
C 4.119 1.074 0.138
C 2.543 -2.518 -2.465
C 1.567 -2.071 -3.613
C -1.147 -4.150 1.643
C -2.175 -3.117 1.114
C -4.162 1.547 -0.310
C -3.231 2.735 0.198
C 4.871 1.194 -1.228
B -0.329 -0.021 -0.384
H -1.379 0.251 -0.679
H -2.133 -3.020 0.019
H 5.762 0.540 -1.249
H -1.713 -0.285 4.958
H -3.866 1.356 -1.358
H -0.805 2.022 -3.353
H -5.248 1.720 -0.248
H 4.614 0.332 0.787
H 0.068 -0.644 -1.237
H -3.121 -3.694 1.238
H 2.529 -3.632 -2.423
H 0.604 3.253 -0.382
H 5.468 2.136 -1.247
H 1.781 -2.494 -4.618
H 4.152 2.014 0.723
H -0.486 -0.719 0.489
H -1.438 -5.222 1.478
H 0.516 -2.355 -3.426
H 0.348 0.557 4.627
H -0.874 0.488 -3.343
H 0.335 0.859 -0.161
H -3.094 3.455 -0.626
H 1.410 3.736 -1.606
H -1.203 -4.160 2.762
H 3.585 -2.329 -2.825
H -0.115 2.082 3.928
H -3.724 3.262 1.029
H -2.203 1.329 5.284
*
```

As for the highest occupied orbital energy: 5.492 eV. As for the orbital gap: 2.134 eV.